30
Properties=species:S:1:pos:R:3:forces:R:3:lowdin_charge:R:1 method="wB97M-V/def2-TZVPD" homo_ev=-7.77 e_lumo_ev=0.098 charge=0
C -1.903 -2.924 1.629 -1.367 1.645 0.738 -0.1197
C 1.007 -0.764 -2.219 2.119 1.650 -1.191 -0.1162
C -1.610 -1.484 1.235 -0.813 2.490 -0.749 -0.2736
C -0.221 -1.265 0.664 -0.172 1.163 -2.099 -0.1731
C 1.250 0.057 -0.901 -4.275 1.867 -3.182 -0.4386
C 1.594 1.494 -1.379 0.726 -1.193 -0.474 -0.5160
N -1.153 0.559 -0.721 -1.035 -1.328 0.306 0.0324
N -0.496 2.917 0.934 -0.016 -0.955 -0.393 -0.3089
N 0.013 0.131 -0.102 -0.739 -2.062 1.860 -0.3500
P 2.477 1.662 -2.786 0.085 1.937 0.370 0.8573
P 0.507 1.852 1.499 -1.045 1.038 2.036 0.6539
H -1.236 -3.448 2.255 1.342 -0.324 0.528 0.0581
H -2.839 -2.925 2.197 -0.082 -0.073 -0.247 0.0778
H -2.067 -3.424 0.728 -0.187 -1.328 -1.289 0.0511
H 0.248 -1.508 -2.228 -0.506 -0.690 0.448 0.0530
H 1.993 -1.182 -2.595 -1.221 0.269 0.390 0.0843
H 0.738 0.060 -2.978 0.032 -1.839 0.864 0.0312
H -1.666 -0.738 2.145 -0.581 -1.362 -1.776 0.1239
H -2.354 -1.193 0.318 1.473 -0.390 2.615 0.1471
H 0.452 -1.176 1.466 1.299 -0.279 1.059 0.0791
H 0.049 -2.112 0.006 0.085 0.395 0.130 0.1151
H 1.901 -0.308 -0.215 2.523 -1.348 1.528 0.0879
H 1.190 2.332 -0.849 -0.172 0.286 0.218 -0.0044
H -0.946 0.779 -1.649 -0.437 0.978 -1.423 0.0547
H -1.765 1.153 -0.143 1.232 0.196 -0.829 0.0875
H -0.288 3.893 0.915 0.388 0.350 0.113 -0.0460
H 1.239 2.279 2.646 -0.302 0.220 0.270 -0.0484
H 2.450 3.150 -2.768 0.147 -1.153 -0.069 -0.1093
H 1.621 1.378 0.917 1.320 -0.350 -0.572 -0.0571
H -0.185 0.756 1.980 0.179 0.188 0.819 -0.0329



13
Properties=species:S:1:pos:R:3:forces:R:3:lowdin_charge:R:1 method="wB97M-V/def2-TZVPD" homo_ev=-8.66 e_lumo_ev=-0.719 charge=0
C -0.478 -0.262 -0.228 1.624 2.451 -0.948 -0.6757
H 1.932 -0.870 1.278 -0.026 -0.809 2.804 0.0410
H 2.471 -1.309 -0.223 3.839 -2.427 -1.785 0.0177
H 0.356 -2.019 -0.005 -1.099 -2.771 0.921 0.0672
H 0.855 0.693 -0.984 -1.728 1.663 -0.620 0.0477
H 0.321 1.737 1.784 -0.313 1.981 -3.431 0.0610
H -3.173 0.942 -1.134 0.168 -1.400 2.408 -0.0708
N 1.920 -0.805 0.326 -4.903 3.137 -2.601 0.0765
N 0.637 -1.177 -0.358 0.542 2.864 1.039 -0.0049
N -0.173 0.992 -0.820 4.366 0.409 0.014 -0.3604
N -1.583 -0.611 0.153 -4.191 -1.854 1.648 -0.3240
S 0.121 2.578 0.078 -0.662 -4.185 3.049 0.5114
S -3.206 0.111 0.133 2.383 0.941 -2.499 0.6131



14
Properties=species:S:1:pos:R:3:forces:R:3:lowdin_charge:R:1 method="wB97M-V/def2-TZVPD" homo_ev=-9.29 e_lumo_ev=1.096 charge=0 smiles="O=CCC1CC1"
O 1.112 1.818 -0.364 1.227 0.193 0.444 0.0221
C 1.695 0.801 -0.066 0.001 0.578 -0.390 -0.2589
C 1.018 -0.277 0.734 -0.419 -0.072 -0.101 -0.1006
C -0.139 -0.533 -0.244 0.772 -0.103 0.230 -0.3859
C -1.547 -0.863 0.054 -0.205 0.664 -0.099 -0.0664
C -1.045 0.601 -0.480 -1.656 -1.236 0.066 -0.1024
H 2.650 0.563 -0.567 0.190 -0.040 0.193 0.1237
H 1.663 -1.137 0.958 -0.204 0.217 -0.195 0.1123
H 0.582 0.108 1.662 0.196 0.049 -0.113 0.1263
H 0.158 -0.977 -1.197 0.208 -0.069 0.252 0.1461
H -1.938 -1.784 -0.409 -0.176 1.073 -0.362 0.0930
H -1.932 -0.734 1.062 0.315 -0.122 0.009 0.0843
H -1.114 1.082 -1.462 -0.347 -0.736 0.229 0.1050
H -1.164 1.332 0.320 0.098 -0.397 -0.162 0.1014



19
Properties=species:S:1:pos:R:3:forces:R:3:lowdin_charge:R:1 method="wB97M-V/def2-TZVPD" homo_ev=-9.75 e_lumo_ev=0.658 charge=0 smiles="CC(C)CC=O.O"
C 1.686 0.579 -1.246 -2.347 0.369 -1.287 -0.0736
C 0.667 0.028 -0.247 -0.469 0.138 0.264 -0.4246
C 1.129 0.400 1.166 -0.422 1.114 -0.294 -0.0940
C -0.730 0.683 -0.544 1.160 -1.163 0.626 -0.1495
C -1.363 0.488 -1.897 0.341 1.747 0.032 -0.2719
O -0.951 -0.214 -2.773 -0.252 -0.554 -0.165 0.0585
H 2.724 0.292 -1.265 0.259 -0.076 0.630 0.0749
H 1.489 1.667 -1.174 0.985 -0.242 -0.028 0.0899
H 1.249 0.331 -2.222 0.579 -0.049 -0.113 0.0625
H 0.458 -1.049 -0.275 0.624 0.032 -0.257 0.1364
H 0.277 0.454 1.862 0.588 -0.966 0.246 0.0769
H 2.025 -0.177 1.396 -0.467 -0.354 0.671 0.0802
H 1.483 1.443 1.211 -0.024 -0.077 -0.460 0.0759
H -0.591 1.736 -0.349 -0.515 0.585 0.001 0.1127
H -1.420 0.256 0.191 -0.198 0.343 0.092 0.1176
H -2.186 1.252 -2.087 0.161 -0.860 0.053 0.1287
O -1.675 -2.854 2.517 0.104 -0.036 1.259 -0.0687
H -1.765 -2.841 3.495 0.300 -0.111 -0.899 0.0506
H -2.505 -2.474 2.241 -0.407 0.160 -0.371 0.0175



Energy relative to the best compared isomer or geometry (same formula, charge and spin)? In order: 1.878 4.175 2.371 1.449 eV.